The following is a DFT calculation (wB97M-V/def2-TZVPD) of C46H50BiN6O7P2S3 as an isolated structure at a distorted geometry.

Each line ends with the Mulliken charge.
Cartesian coordinates (Å):
Bi (-1.326, -0.457, -1.970)  0.49
O (-2.885, -2.248, -3.865)  -0.66
C (-2.226, -2.323, -2.840)  -0.17
C (-1.987, -3.696, -2.240)  0.91
C (-2.384, -4.806, -2.986)  -0.80
C (-2.141, -6.085, -2.527)  -0.65
C (-1.493, -6.270, -1.307)  -0.66
C (-1.100, -5.172, -0.565)  -0.48
C (-1.348, -3.876, -1.016)  0.14
P (-0.860, -2.431, 0.046)  -0.37
C (0.861, -3.007, 0.300)  0.58
C (1.586, -3.054, -0.893)  -0.70
C (2.922, -3.424, -0.884)  -0.68
C (3.549, -3.761, 0.308)  -0.78
C (2.825, -3.736, 1.490)  -0.10
C (1.490, -3.355, 1.485)  0.15
C (-2.152, -2.721, 1.344)  0.29
C (-2.006, -2.595, 2.716)  0.42
C (-3.096, -2.697, 3.574)  -0.25
C (-4.365, -2.917, 3.068)  -0.81
C (-4.529, -3.023, 1.690)  -0.63
C (-3.442, -2.922, 0.842)  -0.45
H (-2.877, -4.623, -3.932)  0.52
H (-2.445, -6.942, -3.116)  0.37
H (-1.300, -7.269, -0.937)  0.43
H (-0.595, -5.317, 0.384)  0.41
H (1.111, -2.790, -1.832)  0.50
H (3.469, -3.445, -1.818)  0.44
H (4.597, -4.035, 0.315)  0.37
H (3.300, -4.005, 2.427)  0.33
H (0.947, -3.316, 2.413)  0.15
H (-1.040, -2.364, 3.123)  -0.11
H (-2.937, -2.597, 4.641)  0.45
H (-5.220, -2.986, 3.729)  0.35
H (-5.513, -3.178, 1.266)  0.43
H (-3.609, -2.978, -0.227)  0.28
O (0.096, -2.133, -4.964)  -0.63
C (-0.484, -1.120, -5.275)  0.15
N (-0.817, -0.056, -4.444)  -0.09
C (-1.401, 0.900, -5.173)  0.12
O (-1.828, 1.990, -4.762)  -0.79
C (-1.489, 0.480, -6.615)  0.17
C (-2.043, 1.084, -7.724)  -0.28
C (-2.031, 0.362, -8.916)  -0.53
C (-1.479, -0.916, -8.976)  -0.44
C (-0.917, -1.510, -7.847)  -0.48
C (-0.943, -0.787, -6.675)  0.10
H (-2.470, 2.077, -7.668)  0.45
H (-2.462, 0.796, -9.810)  0.38
H (-1.495, -1.456, -9.914)  0.37
H (-0.484, -2.501, -7.878)  0.49
N (0.563, 5.384, -1.889)  -0.02
C (0.274, 4.248, -2.492)  0.20
S (0.646, 2.703, -1.689)  0.04
N (-0.218, 4.186, -3.716)  0.32
C (-0.330, 5.272, -4.627)  0.30
C (0.604, 6.302, -4.673)  -0.24
C (0.459, 7.321, -5.605)  -0.60
C (-0.605, 7.317, -6.492)  -0.44
C (-1.520, 6.273, -6.456)  -0.57
C (-1.388, 5.249, -5.533)  -0.53
H (0.762, 5.397, -0.871)  0.23
H (0.165, 6.231, -2.270)  0.33
H (-0.706, 3.304, -3.999)  -0.09
H (1.468, 6.297, -4.023)  0.59
H (1.197, 8.111, -5.641)  0.37
H (-0.716, 8.116, -7.214)  0.38
H (-2.346, 6.250, -7.154)  0.39
H (-2.084, 4.423, -5.502)  0.46
O (0.396, -0.850, 2.312)  -0.04
P (0.908, -0.229, 3.552)  -1.57
N (2.156, 0.808, 3.261)  1.07
C (2.848, 0.842, 1.962)  -0.15
C (4.048, 1.722, 2.278)  -0.90
C (3.432, 2.806, 3.162)  -0.50
C (2.381, 2.058, 3.997)  -0.60
N (1.558, -1.270, 4.688)  0.62
C (1.000, -2.524, 5.171)  -0.30
C (2.230, -3.397, 5.510)  -0.74
C (3.426, -2.429, 5.453)  -0.69
C (2.770, -1.049, 5.461)  -0.66
N (-0.291, 0.555, 4.361)  0.78
C (-1.312, 1.328, 3.639)  0.29
C (-2.309, 1.655, 4.743)  -0.73
C (-1.399, 1.908, 5.946)  -0.76
C (-0.289, 0.860, 5.792)  -0.30
H (2.222, 1.309, 1.195)  -0.09
H (3.105, -0.165, 1.636)  0.22
H (4.517, 2.127, 1.382)  0.44
H (4.789, 1.143, 2.838)  0.36
H (2.933, 3.538, 2.528)  0.07
H (4.160, 3.323, 3.787)  0.38
H (1.465, 2.645, 4.100)  0.16
H (2.763, 1.836, 5.002)  0.34
H (0.355, -2.992, 4.436)  -0.11
H (0.399, -2.358, 6.076)  0.52
H (2.344, -4.210, 4.793)  0.22
H (2.118, -3.843, 6.499)  0.34
H (3.964, -2.551, 4.512)  0.22
H (4.131, -2.571, 6.273)  0.43
H (3.386, -0.275, 5.015)  0.21
H (2.520, -0.756, 6.493)  0.29
H (-1.730, 0.727, 2.833)  -0.05
H (-0.891, 2.246, 3.210)  -0.30
H (-2.958, 0.795, 4.925)  0.29
H (-2.929, 2.516, 4.495)  0.40
H (-1.910, 1.819, 6.904)  0.41
H (-0.975, 2.912, 5.876)  0.31
H (-0.510, -0.042, 6.373)  0.34
H (0.675, 1.245, 6.136)  0.15
O (0.691, 3.680, 2.600)  -0.69
S (1.114, 4.036, 1.266)  0.80
O (0.844, 5.424, 0.890)  -0.87
O (2.410, 3.568, 0.837)  -0.52
S (-0.312, 2.908, 0.086)  0.05

Cartesian forces (eV/Å) of the 3 atoms listed first:
0.83 -0.23 0.24
0.11 -0.06 0.07
-0.14 -0.06 -0.14

Calculated values
charge	-1
maximum force	1.364	eV Å⁻¹
HOMO	-2.91	eV